Entry 1:
{
  "formula": "C27H21Cl3HgN8O3PS2",
  "method": "ωB97M-V with the def2-TZVPD basis set",
  "charge": -2,
  "energy_ha": -4377.07545,
  "spin_multiplicity": 2,
  "gap_ev": [7.3, 6.5],
  "elements": ["Hg", "N", "C", "N", "C", "N", "C", "C", "N", "C", "C", "N", "H", "H", "H", "H", "H", "S", "C", "C", "C", "C", "N", "C", "C", "C", "S", "C", "N", "H", "H", "C", "O", "P", "O", "C", "O", "C", "H", "H", "H", "H", "H", "H", "H", "H", "H", "Cl", "C", "Cl", "Cl", "C", "N", "C", "C", "C", "C", "C", "C", "C", "C", "H", "H", "H", "H", "H"],
  "positions_angstrom": [[-0.589, 1.672, -1.423], [3.303, -1.091, 0.642], [2.457, -0.229, 0.060], [1.528, 0.130, 0.914], [1.858, -0.565, 2.038], [2.927, -1.330, 1.915], [1.115, -0.482, 3.310], [1.801, -0.526, 4.516], [1.181, -0.434, 5.690], [-0.138, -0.277, 5.640], [-0.831, -0.242, 4.431], [-0.212, -0.355, 3.263], [4.041, -1.626, 0.221], [2.538, 0.110, -0.964], [2.879, -0.635, 4.523], [-0.688, -0.160, 6.565], [-1.907, -0.093, 4.451], [0.060, 3.966, -1.706], [1.369, 3.894, -2.864], [1.915, 5.126, -3.237], [2.958, 5.238, -4.143], [3.464, 6.533, -4.489], [3.858, 7.579, -4.765], [3.494, 4.070, -4.707], [2.963, 2.843, -4.344], [1.906, 2.709, -3.434], [1.342, 1.101, -3.084], [4.573, 4.124, -5.650], [5.439, 4.146, -6.407], [1.503, 6.027, -2.801], [3.377, 1.945, -4.782], [-1.372, -2.602, -3.140], [-0.317, -3.266, -2.445], [0.744, -2.330, -1.606], [0.800, -3.098, -0.184], [-0.239, -2.764, 0.752], [2.160, -2.992, -2.111], [2.521, -2.647, -3.445], [-2.327, -2.917, -2.719], [-1.328, -2.881, -4.194], [-1.295, -1.517, -3.045], [-1.137, -3.346, 0.536], [-0.483, -1.700, 0.722], [0.133, -3.018, 1.742], [1.952, -3.244, -4.162], [3.581, -2.865, -3.562], [2.349, -1.585, -3.647], [-3.498, 0.884, 6.363], [-1.949, 3.344, 4.556], [-0.778, 3.168, 5.763], [-3.371, 4.190, 4.889], [-1.657, 2.943, 3.253], [-1.380, 2.636, 2.171], [-1.863, 0.215, -0.760], [-2.650, -0.560, -0.267], [-3.469, -1.465, 0.484], [-4.341, -2.366, -0.130], [-5.106, -3.233, 0.636], [-5.016, -3.207, 2.022], [-4.156, -2.308, 2.641], [-3.383, -1.446, 1.880], [-4.416, -2.375, -1.210], [-5.778, -3.929, 0.149], [-5.620, -3.879, 2.619], [-4.091, -2.265, 3.721], [-2.702, -0.746, 2.347]]
}

Entry 2:
{
  "formula": "C11H11CsN3O",
  "method": "ωB97M-V with the def2-TZVPD basis set",
  "charge": 1,
  "energy_ha": -685.05025,
  "gap_ev": 8.3,
  "elements": ["N", "C", "O", "C", "C", "C", "C", "N", "C", "C", "C", "C", "C", "C", "N", "H", "H", "H", "H", "H", "H", "H", "H", "H", "H", "H", "Cs"],
  "positions_angstrom": [[-1.048, -1.864, -1.933], [-1.621, -1.944, -0.657], [-2.686, -1.440, -0.441], [-0.887, -2.724, 0.515], [0.555, -2.290, 0.777], [0.820, -0.845, 0.471], [2.031, -0.439, -0.116], [2.286, 0.807, -0.383], [1.329, 1.719, -0.075], [1.547, 3.077, -0.341], [0.596, 3.988, -0.031], [-0.618, 3.584, 0.551], [-0.858, 2.276, 0.811], [0.116, 1.315, 0.508], [-0.117, 0.005, 0.776], [-0.092, -1.517, -1.884], [-1.610, -1.170, -2.420], [-0.912, -3.810, 0.258], [-1.469, -2.552, 1.422], [0.747, -2.458, 1.834], [1.260, -2.921, 0.244], [2.785, -1.175, -0.356], [2.478, 3.377, -0.793], [0.762, 5.033, -0.229], [-1.373, 4.312, 0.797], [-1.786, 1.946, 1.249], [-2.236, -4.291, -0.552]]
}

Entry 3:
{
  "formula": "C3HO4",
  "method": "ωB97M-V with the def2-TZVPD basis set",
  "smiles": "O=c1occ([O-])o1",
  "charge": -1,
  "energy_ha": -415.93286,
  "gap_ev": 7.2,
  "elements": ["C", "C", "C", "O", "O", "O", "O", "H"],
  "positions_angstrom": [[-0.044, 1.018, -0.323], [-0.204, 0.518, 0.973], [0.295, -1.167, -0.545], [-0.253, 1.029, 2.100], [0.608, -2.222, -1.084], [0.110, -0.020, -1.246], [0.072, -0.977, 0.728], [-0.583, 1.821, -0.603]]
}

Entry 4:
{
  "formula": "C5H13N2",
  "method": "ωB97M-V with the def2-TZVPD basis set",
  "smiles": "C=C(CC[NH3+])NC",
  "charge": 1,
  "energy_ha": -307.55710,
  "gap_ev": 9.8,
  "elements": ["C", "C", "C", "C", "C", "N", "N", "H", "H", "H", "H", "H", "H", "H", "H", "H", "H", "H", "H", "H"],
  "positions_angstrom": [[-1.575, 0.739, -0.217], [-1.154, -0.741, -0.137], [0.345, -1.025, -0.016], [0.834, -2.236, -0.227], [1.379, 0.640, 1.503], [1.235, 0.108, 0.107], [-0.765, 1.460, -1.247], [-1.367, 1.215, 0.742], [-2.615, 0.833, -0.494], [-1.677, -1.174, 0.719], [-1.547, -1.236, -1.027], [1.913, -2.379, -0.246], [0.159, -3.067, -0.364], [1.471, 1.727, 1.454], [2.292, 0.256, 1.968], [0.535, 0.322, 2.098], [2.144, -0.185, -0.224], [-0.859, 1.055, -2.180], [-1.006, 2.447, -1.271], [0.259, 1.243, -0.941]]
}

Entry 5:
{
  "formula": "C22H25FN6O2S",
  "method": "ωB97M-V with the def2-TZVPD basis set",
  "smiles": "O=C(CN(Cc1ccccc1F)C(=O)Cn1nnc(-c2cccs2)n1)NC1CCCCC1",
  "energy_ha": -1830.44011,
  "gap_ev": 9.2,
  "elements": ["O", "C", "N", "H", "C", "C", "C", "C", "C", "C", "H", "H", "H", "H", "H", "H", "H", "H", "H", "H", "H", "C", "N", "C", "O", "C", "N", "N", "N", "C", "N", "C", "C", "C", "C", "S", "H", "H", "H", "H", "H", "C", "C", "C", "C", "C", "C", "C", "H", "H", "H", "H", "F", "H", "H", "H", "H"],
  "positions_angstrom": [[0.011, 1.497, -3.918], [-0.562, 0.707, -3.191], [-0.025, -0.400, -2.675], [-0.593, -0.962, -2.052], [1.382, -0.744, -2.770], [1.592, -2.149, -2.205], [1.333, -2.198, -0.699], [2.187, -1.171, 0.039], [1.936, 0.228, -0.514], [2.244, 0.270, -2.007], [3.295, 0.026, -2.173], [2.060, 1.266, -2.410], [0.892, 0.501, -0.348], [2.555, 0.958, 0.011], [3.244, -1.422, -0.078], [1.946, -1.198, 1.102], [0.281, -2.005, -0.482], [1.559, -3.199, -0.328], [2.623, -2.446, -2.404], [0.935, -2.852, -2.721], [1.660, -0.714, -3.832], [-2.022, 0.928, -2.745], [-2.092, 1.318, -1.342], [-2.065, 0.331, -0.428], [-1.995, -0.847, -0.737], [-2.104, 0.736, 1.049], [-2.038, -0.448, 1.843], [-3.084, -1.022, 2.380], [-2.678, -2.090, 2.960], [-1.342, -2.158, 2.752], [-0.923, -1.113, 2.044], [-0.521, -3.218, 3.246], [-0.934, -4.295, 3.983], [0.124, -5.162, 4.312], [1.319, -4.736, 3.823], [1.184, -3.264, 2.949], [2.281, -5.199, 3.924], [0.002, -6.063, 4.886], [-1.960, -4.439, 4.266], [-1.238, 1.359, 1.285], [-3.031, 1.256, 1.299], [-2.177, 2.731, -1.008], [-0.887, 3.314, -0.477], [-0.805, 3.824, 0.813], [0.358, 4.362, 1.330], [1.487, 4.399, 0.531], [1.431, 3.917, -0.765], [0.255, 3.387, -1.267], [0.218, 3.031, -2.284], [2.306, 3.958, -1.395], [2.404, 4.812, 0.921], [0.362, 4.742, 2.339], [-1.908, 3.798, 1.603], [-2.448, 3.265, -1.922], [-2.978, 2.884, -0.279], [-2.465, 1.710, -3.361], [-2.584, -0.002, -2.870]]
}

Entry 6:
{
  "formula": "C26H30CrFN3Sb",
  "method": "ωB97M-V with the def2-TZVPD basis set",
  "charge": -1,
  "energy_ha": -2557.61324,
  "spin_multiplicity": 5,
  "gap_ev": [6.0, 7.5],
  "elements": ["Cr", "C", "C", "C", "C", "C", "C", "N", "N", "C", "C", "C", "C", "C", "C", "H", "H", "H", "H", "H", "H", "H", "H", "H", "C", "C", "C", "C", "C", "C", "C", "C", "N", "H", "H", "H", "H", "H", "H", "C", "C", "Sb", "C", "C", "C", "C", "H", "H", "H", "H", "H", "H", "H", "H", "H", "H", "H", "H", "H", "H", "H", "F"],
  "positions_angstrom": [[-0.036, -0.392, 1.163], [2.330, 1.882, -3.406], [1.467, 2.291, -2.395], [1.263, 1.496, -1.281], [1.908, 0.259, -1.148], [2.783, -0.146, -2.169], [2.983, 0.664, -3.275], [1.640, -0.511, -0.022], [2.362, -1.628, 0.072], [1.953, -2.404, 1.135], [2.659, -3.578, 1.433], [2.239, -4.380, 2.478], [1.118, -4.030, 3.230], [0.413, -2.870, 2.920], [0.813, -2.041, 1.881], [2.492, 2.504, -4.278], [0.949, 3.240, -2.470], [0.602, 1.842, -0.495], [3.286, -1.096, -2.070], [3.661, 0.333, -4.055], [3.518, -3.845, 0.830], [2.780, -5.291, 2.707], [0.793, -4.664, 4.047], [-0.469, -2.611, 3.498], [-1.344, -1.001, -0.328], [-1.149, -2.431, -0.609], [-0.180, -2.855, -1.529], [0.071, -4.195, -1.739], [-0.655, -5.161, -1.041], [-1.636, -4.759, -0.132], [-1.877, -3.417, 0.072], [-0.401, -6.553, -1.259], [-0.202, -7.673, -1.442], [-2.353, -0.777, 0.030], [-1.103, -0.390, -1.204], [0.405, -2.111, -2.056], [0.838, -4.505, -2.438], [-2.196, -5.508, 0.414], [-2.622, -3.109, 0.796], [-2.938, 2.390, -1.961], [-3.444, 2.110, -0.549], [-1.990, 2.744, 0.917], [-3.223, 2.573, 2.682], [-4.169, 1.376, 2.648], [-2.344, 4.884, 0.646], [-3.787, 5.296, 0.381], [-3.657, 2.072, -2.720], [-2.000, 1.864, -2.154], [-2.748, 3.456, -2.118], [-3.617, 1.043, -0.405], [-4.391, 2.620, -0.356], [-3.770, 3.510, 2.809], [-2.524, 2.472, 3.512], [-4.903, 1.463, 1.845], [-4.720, 1.289, 3.589], [-3.603, 0.456, 2.512], [-1.683, 5.240, -0.146], [-1.987, 5.342, 1.573], [-4.133, 4.942, -0.592], [-3.905, 6.384, 0.391], [-4.463, 4.887, 1.135], [-1.272, 0.176, 2.434]]
}

Entry 7:
{
  "formula": "C53H53F17N11O2",
  "method": "ωB97M-V with the def2-TZVPD basis set",
  "charge": 1,
  "energy_ha": -4501.69546,
  "gap_ev": 8.8,
  "elements": ["C", "C", "O", "O", "C", "C", "C", "C", "N", "C", "N", "C", "N", "N", "C", "C", "C", "F", "F", "C", "F", "F", "C", "F", "F", "C", "F", "F", "C", "F", "F", "C", "F", "F", "C", "F", "F", "C", "F", "F", "F", "H", "H", "H", "H", "H", "H", "H", "H", "H", "H", "H", "H", "H", "H", "H", "H", "H", "H", "N", "C", "C", "C", "C", "C", "H", "H", "H", "H", "H", "N", "C", "C", "C", "C", "C", "H", "H", "H", "H", "H", "N", "C", "C", "C", "C", "C", "H", "H", "H", "H", "H", "N", "C", "C", "C", "C", "C", "H", "H", "H", "H", "H", "N", "C", "C", "C", "C", "C", "H", "H", "H", "H", "H", "N", "C", "C", "C", "C", "C", "H", "H", "H", "H", "H", "N", "C", "C", "C", "C", "C", "H", "H", "H", "H", "H"],
  "positions_angstrom": [[4.241, 0.964, 3.088], [2.853, 0.395, 2.949], [2.009, 0.564, 3.785], [2.542, -0.324, 1.843], [3.186, 0.056, 0.620], [2.410, -0.473, -0.577], [0.871, -0.358, -0.446], [0.371, 0.838, -1.258], [-1.020, 1.183, -0.979], [-1.530, 1.869, 0.031], [-2.860, 2.060, 0.158], [-3.007, 2.736, 1.277], [-1.842, 2.981, 1.855], [-0.860, 2.445, 1.064], [0.532, 2.524, 1.481], [1.457, 3.583, 0.823], [0.878, 4.720, -0.002], [-0.070, 4.279, -0.868], [1.890, 5.215, -0.762], [0.257, 5.950, 0.725], [-0.022, 6.856, -0.223], [-0.927, 5.568, 1.268], [1.139, 6.659, 1.814], [0.979, 7.985, 1.696], [2.437, 6.385, 1.617], [0.779, 6.266, 3.291], [1.887, 6.434, 4.028], [0.471, 4.944, 3.346], [-0.347, 7.143, 3.941], [0.224, 8.251, 4.417], [-1.278, 7.465, 3.026], [-1.071, 6.382, 5.091], [-1.839, 5.422, 4.501], [-0.172, 5.796, 5.880], [-2.014, 7.304, 5.953], [-1.416, 7.513, 7.135], [-2.240, 8.475, 5.351], [-3.397, 6.656, 6.260], [-3.252, 5.457, 6.803], [-4.020, 7.445, 7.138], [-4.148, 6.585, 5.168], [5.005, 0.334, 2.638], [4.456, 1.120, 4.139], [4.274, 1.930, 2.578], [3.248, 1.149, 0.561], [4.213, -0.314, 0.596], [2.750, 0.126, -1.428], [2.690, -1.496, -0.822], [0.451, -1.281, -0.842], [0.576, -0.248, 0.597], [1.031, 1.701, -1.162], [0.401, 0.554, -2.311], [-1.716, 0.804, -1.605], [-3.955, 3.045, 1.689], [-1.692, 3.475, 2.722], [0.965, 1.539, 1.335], [0.517, 2.656, 2.560], [2.081, 4.007, 1.607], [2.154, 3.075, 0.155], [0.703, -1.992, -3.690], [-0.433, -2.622, -3.994], [-0.821, -2.914, -5.293], [0.009, -2.527, -6.333], [1.192, -1.866, -6.037], [1.492, -1.626, -4.707], [-1.057, -2.903, -3.150], [-1.753, -3.429, -5.483], [-0.262, -2.735, -7.360], [1.867, -1.541, -6.813], [2.407, -1.119, -4.429], [3.913, 0.091, -6.319], [4.428, -0.220, -7.508], [5.754, -0.573, -7.707], [6.598, -0.602, -6.610], [6.083, -0.279, -5.365], [4.742, 0.058, -5.276], [3.737, -0.183, -8.344], [6.112, -0.818, -8.697], [7.640, -0.872, -6.722], [6.706, -0.289, -4.481], [4.303, 0.313, -4.316], [3.802, -3.738, -2.841], [4.816, -4.439, -2.332], [4.945, -5.814, -2.455], [3.960, -6.504, -3.144], [2.898, -5.794, -3.681], [2.865, -4.419, -3.504], [5.566, -3.863, -1.799], [5.791, -6.333, -2.024], [4.023, -7.578, -3.261], [2.108, -6.293, -4.226], [2.061, -3.818, -3.904], [-9.156, 8.390, 8.915], [-8.421, 8.322, 7.809], [-7.034, 8.278, 7.808], [-6.375, 8.309, 9.026], [-7.126, 8.384, 10.188], [-8.508, 8.420, 10.078], [-8.975, 8.303, 6.876], [-6.490, 8.222, 6.876], [-5.295, 8.278, 9.073], [-6.653, 8.412, 11.160], [-9.132, 8.476, 10.963], [-3.280, -4.346, -2.166], [-2.894, -5.220, -3.094], [-3.513, -6.440, -3.310], [-4.596, -6.775, -2.513], [-5.014, -5.881, -1.540], [-4.324, -4.685, -1.410], [-2.040, -4.921, -3.692], [-3.155, -7.108, -4.082], [-5.107, -7.720, -2.648], [-5.855, -6.100, -0.897], [-4.622, -3.958, -0.662], [7.754, -8.059, -1.813], [8.267, -8.371, -3.003], [9.595, -8.714, -3.201], [10.442, -8.731, -2.104], [9.926, -8.407, -0.860], [8.581, -8.081, -0.769], [7.573, -8.345, -3.836], [9.955, -8.961, -4.190], [11.486, -8.993, -2.217], [10.549, -8.409, 0.023], [8.138, -7.827, 0.188], [-7.934, -5.490, 0.038], [-8.538, -5.822, -1.104], [-9.729, -5.260, -1.535], [-10.332, -4.300, -0.739], [-9.720, -3.943, 0.451], [-8.528, -4.566, 0.791], [-8.037, -6.577, -1.700], [-10.172, -5.570, -2.471], [-11.264, -3.838, -1.041], [-10.155, -3.201, 1.105], [-8.019, -4.315, 1.715]]
}

Entry 8:
{
  "formula": "C3H5N3OS",
  "method": "ωB97M-V with the def2-TZVPD basis set",
  "smiles": "[H]/N=C1\\CSC(=O)NN1",
  "energy_ha": -754.92525,
  "gap_ev": 9.5,
  "elements": ["C", "C", "C", "H", "H", "H", "H", "H", "N", "N", "N", "O", "S"],
  "positions_angstrom": [[1.063, -0.038, 0.061], [0.447, 1.286, 0.277], [-2.094, -0.167, -0.151], [2.853, 0.570, 0.279], [0.976, 2.217, -0.068], [0.240, 1.175, 1.300], [-1.141, -2.076, 0.351], [0.580, -1.878, -0.671], [2.338, -0.229, -0.215], [-1.014, -1.082, -0.058], [0.201, -0.929, -0.726], [-3.245, -0.390, 0.093], [-1.204, 1.541, -0.472]]
}

Entry 9:
{
  "formula": "C21H11Cl5N2O3PdS",
  "method": "ωB97M-V with the def2-TZVPD basis set",
  "charge": 2,
  "energy_ha": -3968.43702,
  "gap_ev": 3.2,
  "elements": ["Pd", "O", "S", "O", "N", "C", "C", "C", "C", "C", "C", "C", "C", "N", "C", "C", "C", "C", "C", "C", "C", "H", "H", "H", "H", "H", "H", "H", "H", "H", "H", "H", "Cl", "C", "C", "Cl", "C", "Cl", "C", "O", "C", "Cl", "C", "Cl"],
  "positions_angstrom": [[-1.114, -0.566, -0.693], [1.891, 0.846, -1.993], [1.364, -0.468, -1.808], [0.112, -0.833, -2.527], [0.732, -0.717, -0.345], [1.157, -0.349, 0.942], [2.427, -0.079, 1.362], [2.654, 0.160, 2.739], [1.637, 0.133, 3.653], [0.313, -0.121, 3.223], [-0.818, -0.151, 4.070], [-2.060, -0.383, 3.546], [-2.200, -0.577, 2.162], [-1.172, -0.551, 1.340], [0.090, -0.340, 1.857], [2.605, -1.630, -2.082], [3.870, -1.170, -2.439], [4.876, -2.102, -2.638], [4.610, -3.454, -2.475], [3.339, -3.898, -2.120], [2.321, -2.987, -1.920], [3.250, -0.068, 0.659], [3.664, 0.364, 3.069], [1.829, 0.315, 4.702], [-0.689, 0.004, 5.135], [-2.937, -0.428, 4.175], [-3.171, -0.786, 1.730], [4.049, -0.111, -2.565], [5.865, -1.773, -2.924], [5.402, -4.175, -2.629], [3.147, -4.956, -2.004], [1.325, -3.314, -1.652], [-6.827, 3.853, -1.008], [-5.276, 3.325, -0.988], [-5.052, 1.866, -1.095], [-6.394, 0.854, -1.294], [-3.797, 1.393, -1.045], [-3.490, -0.284, -1.217], [-2.633, 2.333, -0.866], [-1.512, 1.950, -0.734], [-2.939, 3.830, -0.846], [-1.630, 4.822, -0.744], [-4.229, 4.283, -0.888], [-4.590, 5.939, -0.826]]
}